{"formula": "C4H7Cl", "method": "ωB97M-V/def2-TZVPD", "elements": ["H", "H", "C", "C", "Cl", "H", "C", "H", "H", "H", "H", "C"], "xyz": [[-0.67, -1.21, 1.62], [1.53, 0.45, -1.24], [-0.22, -0.25, 1.36], [-0.91, -0.88, -0.99], [1.85, 1.74, 0.69], [-1.52, -1.74, -0.76], [0.73, 0.82, -0.61], [-0.84, -0.75, -2.06], [0.80, -0.17, 1.68], [0.27, 1.63, -1.21], [-0.89, 0.57, 1.65], [-0.14, -0.22, -0.15]], "homo_energy_ev": -9.6, "orbital_gap_ev": 10.57, "smiles": "C=C(C)CCl", "molar_mass_g_mol": 90.6, "de_lowest_ev": 0.6559}

{"formula": "C4H7Cl2FO", "method": "ωB97M-V/def2-TZVPD", "elements": ["H", "F", "Cl", "C", "C", "H", "H", "H", "C", "H", "O", "C", "H", "Cl", "H"], "xyz": [[2.89, -0.31, 1.03], [-1.59, 0.39, -1.33], [0.97, 1.92, 0.45], [-1.92, -0.09, 0.83], [-0.81, 2.13, 0.03], [1.70, -3.48, -2.21], [-0.66, 2.59, -1.03], [1.32, -2.82, -2.40], [2.06, -0.97, 0.63], [-2.36, -0.98, 0.43], [1.23, -1.66, 1.14], [-1.38, 0.76, -0.03], [2.14, -0.79, -0.45], [-1.78, 3.22, 1.00], [-1.82, 0.10, 1.91]], "homo_energy_ev": -10.0, "orbital_gap_ev": 10.42, "molar_mass_g_mol": 161.0, "de_lowest_ev": 2.3299}

{"formula": "C4H7Cl2N", "method": "ωB97M-V/def2-TZVPD", "elements": ["H", "H", "H", "Cl", "C", "N", "C", "H", "H", "H", "Cl", "C", "C", "H"], "xyz": [[1.59, -1.54, 1.16], [-1.37, 0.96, -0.55], [-0.48, -1.39, 2.63], [0.84, 1.51, -2.01], [1.32, 0.69, -0.56], [0.22, -0.62, 2.63], [1.12, -0.57, 1.45], [-1.41, 0.66, 1.20], [1.98, 0.08, 1.68], [2.39, 0.74, -0.45], [-1.78, -1.35, -0.10], [0.44, 0.12, 0.28], [-1.04, 0.27, 0.21], [0.77, -0.85, 3.44]], "homo_energy_ev": -9.2, "orbital_gap_ev": 10.04, "smiles": "NC/C(=C/Cl)CCl", "molar_mass_g_mol": 140.0, "de_lowest_ev": 0.3592}

{"formula": "C4H7Cl2NO2", "method": "ωB97M-V/def2-TZVPD", "elements": ["C", "H", "Cl", "C", "H", "C", "H", "H", "H", "O", "H", "Cl", "H", "O", "C", "N"], "xyz": [[-0.40, 1.19, 0.29], [0.01, -3.37, 0.74], [1.31, 1.56, -1.90], [0.04, -1.56, -0.47], [-1.51, -2.41, 0.69], [-0.16, 2.02, -0.94], [0.17, 3.03, -0.68], [1.98, 1.30, 0.21], [0.77, -2.04, -1.10], [1.67, 1.10, 1.17], [-0.09, -1.85, 1.64], [-2.07, 1.04, 0.77], [-1.10, 1.97, -1.56], [-0.50, -0.51, -0.81], [-0.44, -2.39, 0.72], [0.32, 0.92, 1.24]], "homo_energy_ev": -9.4, "orbital_gap_ev": 9.77, "smiles": "O/N=C(/Cl)CCl.CC=O", "molar_mass_g_mol": 172.0, "de_lowest_ev": 3.5764}

{"formula": "C4H7Cl3NP", "method": "ωB97M-V/def2-TZVPD", "elements": ["H", "H", "H", "C", "C", "H", "P", "H", "Cl", "H", "C", "Cl", "H", "N", "Cl", "C"], "xyz": [[1.86, 0.36, -1.64], [-0.66, 1.48, -1.61], [0.60, 2.04, -0.49], [0.02, 1.17, -0.81], [0.93, 0.00, -1.21], [1.71, -1.78, -0.22], [-0.99, 0.59, 0.59], [0.43, -0.62, -1.95], [-0.08, 1.62, 2.31], [-3.13, 0.42, 1.09], [-0.12, -1.08, 0.71], [0.00, -1.72, 2.34], [1.85, -0.28, 0.74], [-2.51, 0.78, 0.39], [-1.14, -2.14, -0.28], [1.22, -0.84, 0.04]], "homo_energy_ev": [-5.1, -10.3], "orbital_gap_ev": [5.76, 6.66], "multiplicity": 3, "molar_mass_g_mol": 206.4, "s_squared": 2.007, "de_lowest_ev": 0.0000}

{"formula": "C4H7ClFNS", "method": "ωB97M-V/def2-TZVPD", "elements": ["H", "C", "N", "F", "C", "H", "H", "H", "H", "C", "S", "C", "Cl", "H", "H"], "xyz": [[0.01, 1.62, -1.58], [-0.97, -0.25, 0.18], [-1.93, 0.37, -0.67], [-0.37, 1.99, 0.79], [-0.09, 0.68, 1.00], [2.45, -0.98, 0.55], [1.00, -1.90, 0.89], [-1.24, -1.18, 0.68], [-1.70, 0.26, -1.67], [1.46, -1.26, 0.15], [0.98, 0.79, -1.59], [0.57, -0.06, -0.08], [0.41, 0.34, 2.67], [1.58, -1.76, -0.81], [-2.16, 1.36, -0.51]], "homo_energy_ev": -9.1, "orbital_gap_ev": 9.77, "smiles": "C[C@@]1(S)[C@H](N)[C@@]1(F)Cl", "molar_mass_g_mol": 155.6, "de_lowest_ev": 0.0000}

{"formula": "C4H7ClN2", "method": "ωB97M-V/def2-TZVPD", "elements": ["H", "Cl", "N", "C", "C", "H", "C", "N", "C", "H", "H", "H", "H", "H"], "xyz": [[2.00, 0.26, 1.36], [2.94, -0.13, -0.66], [-1.55, 0.62, -0.52], [0.71, 1.26, 0.09], [-2.42, -0.36, -0.42], [-1.90, -1.33, -0.35], [0.36, -0.94, 0.29], [-0.29, 0.32, -0.49], [1.62, 0.09, 0.40], [0.67, 1.78, 1.09], [-3.45, -0.39, -1.00], [0.56, -1.79, -0.39], [-0.17, -1.36, 1.28], [0.93, 1.95, -0.68]], "homo_energy_ev": -8.8, "orbital_gap_ev": 9.62, "smiles": "C=NN1CC(Cl)C1", "molar_mass_g_mol": 118.6, "de_lowest_ev": 4.3988}

{"formula": "C4H7ClN2", "method": "ωB97M-V/def2-TZVPD", "elements": ["H", "N", "N", "H", "H", "H", "H", "H", "C", "C", "C", "Cl", "C", "H"], "xyz": [[1.42, -1.25, -0.45], [-1.88, 2.73, -0.48], [-2.23, 2.21, -1.39], [-1.61, -0.82, -1.37], [-0.50, -1.85, -2.05], [1.58, 1.11, 2.11], [0.98, -0.56, 2.64], [2.29, -0.43, 1.57], [0.31, -0.10, 0.73], [0.48, -0.74, -0.44], [1.35, 0.00, 1.86], [-1.22, 0.53, 1.22], [-0.56, -0.88, -1.65], [-0.39, 0.05, -2.29]], "homo_energy_ev": -9.1, "orbital_gap_ev": 10.14, "smiles": "C/C=C(/C)Cl.N#N", "molar_mass_g_mol": 118.6, "de_lowest_ev": 0.7844}

| no. | calculated total energy (eV) |
| --- | --- |
| 1 | -16782.71553 |
| 2 | -34068.12759 |
| 3 | -30795.81192 |
| 4 | -34887.88841 |
| 5 | -52603.97034 |
| 6 | -31825.61430 |
| 7 | -19760.33418 |
| 8 | -19763.94860 |